No. 1
The following is a DFT calculation (the ωB97M-V functional and the def2-TZVPD basis) of 2 unconnected molecules or ions with the total composition C24H31ClN3 in a non-equilibrium geometry.

Each line ends with the natural charge from an NBO analysis.
Atoms and positions in Å:
1 C -3.26 -0.43 -3.84  -0.43
2 N -1.95 -1.10 -3.79  -0.26
3 C -1.87 -2.57 -3.89  -0.44
4 C -0.88 -0.36 -3.72  0.20
5 Cl 0.70 -0.99 -3.71  0.19
6 H -4.03 -1.22 -3.85  0.24
7 H -3.41 0.21 -2.97  0.25
8 H -3.37 0.18 -4.74  0.24
9 H -2.90 -2.93 -3.91  0.24
10 H -1.36 -2.87 -4.81  0.25
11 H -1.34 -2.99 -3.02  0.26
12 H -0.97 0.74 -3.74  0.25
13 C 6.01 0.03 -2.58  -0.63
14 C 4.90 0.16 -1.59  -0.02
15 C 3.74 0.86 -1.93  -0.18
16 C 2.68 1.00 -1.03  -0.04
17 C 1.49 1.79 -1.45  -0.64
18 C 2.82 0.42 0.24  0.19
19 N 1.76 0.55 1.17  -0.44
20 C 0.45 0.31 0.83  0.11
21 N -0.22 0.50 2.01  -0.44
22 C -1.62 0.36 2.12  0.19
23 C -2.20 -0.81 1.62  -0.01
24 C -1.37 -1.89 1.02  -0.65
25 C -3.59 -0.97 1.76  -0.22
26 C -4.36 0.03 2.35  0.00
27 C -5.85 -0.13 2.45  -0.63
28 C -3.75 1.19 2.84  -0.21
29 C -2.37 1.37 2.73  -0.01
30 C -1.75 2.63 3.21  -0.64
31 C 0.66 0.86 3.05  -0.08
32 C 1.88 0.86 2.53  -0.07
33 C 3.97 -0.30 0.61  -0.02
34 C 4.10 -0.98 1.92  -0.64
35 C 5.01 -0.41 -0.32  -0.21
36 H 6.81 -0.58 -2.14  0.22
37 H 5.67 -0.46 -3.50  0.22
38 H 6.42 1.01 -2.85  0.23
39 H 3.66 1.32 -2.93  0.20
40 H 0.73 1.83 -0.67  0.25
41 H 1.79 2.82 -1.71  0.22
42 H 1.03 1.34 -2.34  0.18
43 H -2.03 -2.70 0.68  0.20
44 H -0.78 -1.51 0.17  0.25
45 H -0.66 -2.33 1.74  0.23
46 H -4.07 -1.89 1.41  0.21
47 H -6.28 0.77 2.90  0.22
48 H -6.29 -0.28 1.46  0.22
49 H -6.11 -0.99 3.07  0.23
50 H -4.35 1.96 3.32  0.21
51 H -2.56 3.33 3.46  0.22
52 H -1.16 2.48 4.13  0.22
53 H -1.10 3.11 2.47  0.23
54 H 0.30 1.05 4.04  0.23
55 H 2.83 1.08 2.97  0.23
56 H 4.99 -1.61 1.89  0.23
57 H 4.23 -0.27 2.74  0.22
58 H 3.24 -1.63 2.16  0.23
59 H 5.92 -0.95 -0.05  0.21

The charge is +1. The value obtained for the calculated total energy is -42376.12271 eV.


No. 2
The following is a DFT calculation (the ωB97M-V functional and the def2-TZVPD basis) of a gas-phase ion, C3H9N2O2 (charge +1) in a non-equilibrium geometry.

Each line ends with the natural charge from an NBO analysis.
Atoms and positions in Å:
1 C 0.61 0.47 0.53  0.03
2 C -0.81 0.05 0.14  0.59
3 C 1.41 -0.78 0.88  -0.65
4 N -1.67 0.45 1.06  -0.71
5 N -0.91 -0.46 -1.06  -0.71
6 O 1.03 1.19 -0.55  -0.24
7 O -0.12 1.98 -0.74  -0.46
8 H 0.47 1.11 1.42  0.19
9 H 0.65 -1.67 0.91  0.23
10 H 1.75 -0.62 1.90  0.25
11 H 2.30 -0.93 0.18  0.27
12 H -2.66 0.42 0.93  0.42
13 H -1.42 0.66 2.02  0.44
14 H 0.05 2.44 -1.58  0.50
15 H -1.82 -0.55 -1.49  0.43
16 H -0.06 -0.49 -1.59  0.44

The charge is +1. The value obtained for the calculated total energy is -10322.45279 eV. Its SMILES is C[C@@H](OO)C(N)=[NH2+]. The relative energy (zero: lowest compared OMol25 entry of this formula, charge and spin) comes out at 424.5 kJ/mol.


No. 3
The following is a DFT calculation (the ωB97M-V functional and the def2-TZVPD basis) of a molecular structure, C50H59N7O4Y.

Each line ends with the Mulliken charge.
Atoms and positions in Å:
1 Y -0.13 -0.25 -0.01  0.85
2 C 1.35 -2.96 -1.41  -1.52
3 N 0.36 -2.01 -1.93  -0.23
4 C 0.76 -1.41 -3.22  -1.39
5 C 0.69 0.09 -3.21  -0.30
6 N 0.64 0.83 -2.13  1.38
7 C 0.73 2.15 -2.59  -0.40
8 C 0.81 3.34 -1.87  0.14
9 C 0.92 4.51 -2.59  -0.81
10 C 0.94 4.50 -4.00  -0.60
11 C 0.89 3.33 -4.72  -1.17
12 C 0.79 2.16 -3.98  0.69
13 N 0.75 0.82 -4.35  -0.05
14 C 2.50 -2.16 -0.89  0.18
15 N 2.38 -0.91 -0.55  0.79
16 C 3.64 -0.52 -0.11  0.02
17 C 4.08 0.71 0.36  -0.26
18 C 5.40 0.82 0.73  -0.70
19 C 6.28 -0.28 0.62  -0.71
20 C 5.86 -1.50 0.15  -1.26
21 C 4.52 -1.60 -0.21  0.57
22 N 3.76 -2.64 -0.72  0.01
23 H 1.68 -3.68 -2.17  0.55
24 H 0.89 -3.53 -0.60  0.42
25 H -0.54 -2.48 -2.04  0.45
26 H 0.15 -1.81 -4.04  0.56
27 H 1.79 -1.68 -3.43  0.42
28 H 0.81 3.35 -0.79  0.20
29 H 0.99 5.46 -2.07  0.51
30 H 1.02 5.45 -4.53  0.42
31 H 0.92 3.33 -5.80  0.46
32 H 0.81 0.45 -5.28  0.24
33 H 3.40 1.56 0.44  0.57
34 H 5.78 1.76 1.10  0.50
35 H 7.31 -0.15 0.92  0.41
36 H 6.54 -2.34 0.07  0.46
37 H 4.07 -3.58 -0.91  0.22
38 C -1.62 5.52 4.56  -1.58
39 C -1.37 6.03 3.13  1.97
40 C -0.01 6.74 3.09  -1.22
41 C -2.46 7.05 2.80  -2.37
42 C -1.35 4.85 2.16  -0.42
43 C -0.46 3.83 2.36  -0.89
44 C -0.41 2.72 1.48  -0.78
45 N 0.38 1.64 1.56  1.25
46 C 1.40 1.43 2.40  -0.41
47 C 2.16 2.41 3.09  -1.39
48 C 3.11 2.04 4.00  0.05
49 C 3.31 0.65 4.25  -0.68
50 C 2.70 -0.37 3.58  0.26
51 C 1.74 0.00 2.56  0.99
52 O 1.16 -0.83 1.82  -1.61
53 C 3.07 -1.81 3.93  2.21
54 C 4.60 -1.97 3.84  -1.50
55 C 2.62 -2.09 5.37  -1.85
56 C 2.45 -2.89 3.02  -2.11
57 C 3.94 3.11 4.71  2.15
58 C 3.00 4.10 5.42  -1.45
59 C 4.90 2.53 5.74  -2.28
60 C 4.77 3.87 3.66  -1.53
61 C -1.40 2.63 0.42  0.07
62 O -1.41 1.59 -0.32  0.57
63 C -2.33 3.70 0.21  -0.52
64 C -2.25 4.77 1.06  -0.44
65 C -3.40 3.59 -0.88  2.54
66 C -4.29 4.84 -0.92  -2.46
67 C -2.75 3.43 -2.27  -1.35
68 C -4.30 2.38 -0.60  -1.38
69 H -1.65 6.36 5.26  0.47
70 H -2.58 4.99 4.63  0.35
71 H -0.84 4.84 4.89  0.26
72 H -0.01 7.59 3.78  0.48
73 H 0.80 6.07 3.38  0.00
74 H 0.20 7.12 2.08  0.32
75 H -2.43 7.86 3.53  0.46
76 H -2.32 7.49 1.81  0.40
77 H -3.46 6.61 2.84  0.43
78 H 0.17 3.85 3.23  1.26
79 H 2.02 3.45 2.84  1.19
80 H 4.03 0.39 5.01  0.60
81 H 5.12 -1.33 4.55  0.34
82 H 4.87 -3.01 4.06  0.51
83 H 4.96 -1.73 2.83  0.16
84 H 3.08 -1.40 6.07  0.30
85 H 1.53 -2.01 5.46  0.40
86 H 2.90 -3.11 5.66  0.49
87 H 2.77 -2.77 1.98  0.29
88 H 2.81 -3.86 3.38  0.59
89 H 1.37 -2.88 3.05  0.36
90 H 2.38 3.59 6.16  0.34
91 H 3.58 4.87 5.93  0.55
92 H 2.34 4.60 4.71  0.06
93 H 4.37 1.99 6.53  0.41
94 H 5.63 1.85 5.29  0.44
95 H 5.46 3.34 6.22  0.46
96 H 4.13 4.34 2.90  0.28
97 H 5.35 4.66 4.14  0.47
98 H 5.46 3.20 3.15  0.24
99 H -2.94 5.58 0.93  0.74
100 H -3.72 5.74 -1.14  0.44
101 H -5.03 4.72 -1.71  0.45
102 H -4.82 4.98 0.02  0.45
103 H -2.12 4.29 -2.51  0.27
104 H -2.15 2.53 -2.32  -0.15
105 H -3.53 3.37 -3.03  0.58
106 H -4.79 2.48 0.38  0.35
107 H -5.08 2.33 -1.36  0.49
108 H -3.74 1.45 -0.61  -0.05
109 O -3.54 -1.98 2.03  -0.72
110 C -2.75 -1.55 1.22  0.24
111 O -1.54 -1.17 1.42  -0.76
112 C -3.21 -1.40 -0.23  0.40
113 C -4.53 -1.64 -0.58  -0.76
114 C -4.93 -1.41 -1.89  -0.51
115 C -3.99 -0.96 -2.81  -0.87
116 C -2.69 -0.77 -2.38  -0.04
117 N -2.30 -0.99 -1.12  0.58
118 H -5.21 -1.97 0.19  0.59
119 H -5.95 -1.57 -2.19  0.43
120 H -4.26 -0.75 -3.83  0.50
121 H -1.94 -0.39 -3.06  -0.01

The charge is +1. The value obtained for the calculated total energy is -72475.48561 eV. The relative energy (zero: lowest compared OMol25 entry of this formula, charge and spin) comes out at 83.4 kJ/mol.


No. 4
The following is a DFT calculation (the ωB97M-V functional and the def2-TZVPD basis) of 9 unconnected molecules or ions with the total composition C23H65N3O9 in a non-equilibrium geometry.

Each line ends with the Mulliken charge.
Atoms and positions in Å:
1 C -19.79 6.02 12.42  -2.00
2 C -18.80 6.98 11.72  1.50
3 C -17.56 6.16 11.21  -1.09
4 C -16.64 6.97 10.22  -0.75
5 C -17.55 7.42 8.99  -1.27
6 C -18.76 8.25 9.44  1.60
7 N -19.50 7.54 10.52  0.84
8 O -20.70 8.22 10.77  -0.48
9 C -18.35 9.68 9.76  -1.82
10 C -19.67 8.35 8.15  -2.28
11 C -18.42 8.10 12.70  -1.80
12 H -19.30 5.55 13.27  0.45
13 H -20.09 5.32 11.64  0.40
14 H -20.71 6.50 12.75  0.36
15 H -16.95 5.80 12.03  0.46
16 H -17.87 5.24 10.72  0.34
17 H -15.77 6.35 10.01  0.44
18 H -16.17 7.84 10.67  0.32
19 H -17.75 6.60 8.30  0.40
20 H -16.94 8.09 8.38  0.45
21 H -18.19 10.28 8.87  0.44
22 H -19.16 10.08 10.37  0.40
23 H -17.47 9.79 10.41  0.30
24 H -19.98 7.33 7.89  0.43
25 H -20.54 9.00 8.16  0.42
26 H -19.11 8.79 7.32  0.52
27 H -19.24 8.77 12.97  0.33
28 H -17.61 8.74 12.35  0.32
29 H -18.03 7.65 13.61  0.49
30 H -21.33 7.59 10.41  0.41
31 C -24.11 4.81 2.92  -1.04
32 C -22.74 4.98 2.26  0.77
33 C -21.55 4.53 3.13  -0.98
34 O -21.32 5.35 4.23  0.06
35 C -20.28 6.25 3.88  -0.76
36 N -22.68 4.42 0.91  -0.75
37 H -24.23 5.58 3.69  0.20
38 H -24.21 3.85 3.42  0.03
39 H -24.94 5.02 2.24  0.45
40 H -22.74 6.06 2.16  0.14
41 H -20.62 4.30 2.61  0.49
42 H -21.75 3.51 3.48  0.13
43 H -19.31 5.80 3.66  0.31
44 H -20.09 6.83 4.79  0.06
45 H -20.49 6.98 3.11  0.33
46 H -23.12 3.50 0.90  0.25
47 H -21.77 4.24 0.51  0.27
48 C -24.28 1.43 5.23  -0.84
49 C -24.37 0.65 6.59  1.16
50 C -25.53 1.11 7.40  -1.41
51 O -25.29 2.48 7.68  -0.04
52 C -26.47 3.13 8.29  -0.47
53 N -24.51 -0.73 6.34  -0.80
54 H -24.54 2.48 5.37  -0.19
55 H -24.97 1.07 4.46  0.39
56 H -23.26 1.33 4.85  0.22
57 H -23.43 0.72 7.14  -0.10
58 H -25.66 0.58 8.35  0.40
59 H -26.49 1.03 6.89  0.60
60 H -27.38 2.86 7.75  0.34
61 H -26.26 4.19 8.20  -0.05
62 H -26.55 2.90 9.35  0.28
63 H -25.37 -1.00 5.90  0.27
64 H -23.82 -1.01 5.65  0.26
65 C -20.30 1.97 5.74  -0.34
66 O -19.33 2.16 4.74  -0.52
67 H -19.93 1.42 6.61  0.43
68 H -20.59 2.97 6.07  0.00
69 H -21.17 1.38 5.43  0.18
70 H -19.13 1.30 4.35  0.30
71 C -22.34 1.84 9.89  -0.15
72 O -22.20 1.98 11.30  -0.57
73 H -22.40 2.87 9.55  0.10
74 H -21.48 1.41 9.36  0.29
75 H -23.30 1.44 9.59  0.00
76 H -21.28 1.97 11.57  0.31
77 C -23.57 8.87 6.73  0.12
78 O -23.84 9.92 5.87  -0.60
79 H -23.03 8.15 6.11  -0.04
80 H -22.92 9.24 7.52  0.16
81 H -24.44 8.47 7.25  0.02
82 H -24.12 9.58 5.02  0.33
83 C -23.22 4.55 7.05  0.12
84 O -22.39 5.71 7.04  0.32
85 H -22.63 3.64 6.97  -0.03
86 H -24.03 4.49 7.77  0.01
87 H -23.70 4.74 6.09  -0.20
88 H -21.80 5.63 6.28  -0.18
89 C -24.10 6.78 10.04  -0.73
90 O -22.76 6.46 9.74  -0.27
91 H -24.20 6.89 11.12  0.36
92 H -24.40 7.73 9.59  0.26
93 H -24.82 6.09 9.62  0.16
94 H -22.72 6.11 8.85  0.15
95 C -26.49 6.42 6.50  -0.09
96 O -27.77 6.14 7.08  -0.56
97 H -26.38 7.47 6.21  0.39
98 H -25.81 6.20 7.33  -0.23
99 H -26.24 5.76 5.67  0.13
100 H -27.91 6.78 7.79  0.31

The value obtained for the calculated total energy is -47796.67793 eV. Its SMILES is CC1(C)CCCC(C)(C)N1O.COC[C@H](C)N.COC[C@H](C)N.CO.CO.CO.CO.CO.CO. The relative energy (zero: lowest compared OMol25 entry of this formula, charge and spin) comes out at 143.3 kJ/mol.


No. 5
The following is a DFT calculation (the ωB97M-V functional and the def2-TZVPD basis) of a molecular structure, C2HClFN3 in a non-equilibrium geometry.

Each line ends with the natural charge from an NBO analysis.
Atoms and positions in Å:
1 C 1.93 -0.13 1.18  0.34
2 C -0.31 -0.79 1.13  0.30
3 N 1.12 0.82 1.74  -0.46
4 N 1.24 -1.19 1.54  -0.31
5 N 0.40 -0.36 2.31  -0.13
6 F -0.98 -2.01 1.56  -0.39
7 Cl 3.34 0.02 0.36  0.18
8 H 0.29 1.24 1.79  0.46

The value obtained for the calculated total energy is -21792.45723 eV. The relative energy (zero: lowest compared OMol25 entry of this formula, charge and spin) comes out at 606.4 kJ/mol.